Entry 1:
The following is a quantum chemistry calculation of one molecule with the formula C5H6OS in a non-equilibrium geometry, from OMol25.

The geometry in XYZ format:
```
13
Properties=species:S:1:pos:R:3:forces:R:3:lowdin_charge:R:1
O -1.202 -2.220 -0.264 -1.785 -0.595 -0.500 0.13
C -0.666 -1.194 -0.038 1.367 -0.864 -0.057 -0.38
C -1.182 0.268 0.103 -0.181 -0.257 -0.614 -0.08
C 0.085 1.151 -0.038 0.880 1.535 1.082 -0.17
C 1.153 0.128 -0.465 -0.380 1.831 -0.684 -0.60
S 2.563 -0.868 -0.015 0.187 -0.228 -0.116 0.92
C 0.807 -1.049 0.324 -0.227 -0.204 0.597 -0.51
H -1.682 0.335 1.071 0.296 0.108 0.152 0.12
H -1.973 0.536 -0.607 0.263 -0.413 -0.153 0.12
H 0.245 1.689 0.915 0.288 -0.384 -0.353 0.12
H 0.058 1.929 -0.807 -0.538 -0.118 0.094 0.10
H 1.051 0.104 -1.570 -0.109 -0.868 0.599 0.12
H 0.745 -0.809 1.390 -0.059 0.458 -0.047 0.11
```
Positions in Å, forces in eV/Å.

Summary:
E_LUMO, eV: 0.41
Energy above the lowest of the compared OMol25 structures with the same formula, charge and spin, kJ/mol: 291.0
2S+1: 1
Gap between HOMO and LUMO, hartree: 0.345
Structure (SMILES): O=C1CC[C@H]2S[C@H]12

=====

Entry 2:
The following is a quantum chemistry calculation of a 2-piece molecular cluster, C5H6OS2 overall in a non-equilibrium geometry, from OMol25.

The geometry in XYZ format:
```
14
Properties=species:S:1:pos:R:3:forces:R:3:lowdin_charge:R:1
C 1.331 0.709 0.223 4.041 2.228 -1.221 -0.57
C 0.020 0.279 0.752 0.145 1.417 4.091 -0.49
C -0.377 -1.123 0.838 -0.832 -3.154 -1.597 -0.18
C -1.403 -1.307 -0.020 -0.692 -4.540 -2.265 -0.48
C -0.856 1.048 -0.195 0.010 4.272 -0.421 -0.66
H 0.297 -0.254 -2.235 3.282 -0.304 2.361 0.09
H 2.213 0.764 1.094 -2.178 -0.252 -2.622 0.14
H 1.086 1.866 -0.372 1.622 -3.511 2.582 0.16
H 0.067 0.647 1.876 -0.785 0.123 -2.187 0.19
H 0.129 -2.078 1.283 -0.805 2.473 -0.578 0.16
H -1.835 -2.331 -0.637 1.351 2.420 2.872 0.15
O -0.595 2.265 -0.414 -2.513 -3.609 0.018 -0.05
S 1.877 -0.440 -1.146 -2.723 0.810 -1.592 0.55
S -1.954 -0.046 -1.048 0.077 1.626 0.559 0.98
```
Positions in Å, forces in eV/Å.

Summary:
E_LUMO, eV: -0.39
Energy above the lowest of the compared OMol25 structures with the same formula, charge and spin, kJ/mol: 502.8
2S+1: 1
Gap between HOMO and LUMO, hartree: 0.306

=====

Question: Look up the gap between HOMO and LUMO of the second one.
Answer: 0.306 hartree

=====

Question: Which value of E_LUMO does entry 2 give?
Answer: -0.39 eV

=====

Copy entry 2 word for word.
The following is a quantum chemistry calculation of a 2-piece molecular cluster, C5H6OS2 overall in a non-equilibrium geometry, from OMol25.

The geometry in XYZ format:
```
14
Properties=species:S:1:pos:R:3:forces:R:3:lowdin_charge:R:1
C 1.331 0.709 0.223 4.041 2.228 -1.221 -0.57
C 0.020 0.279 0.752 0.145 1.417 4.091 -0.49
C -0.377 -1.123 0.838 -0.832 -3.154 -1.597 -0.18
C -1.403 -1.307 -0.020 -0.692 -4.540 -2.265 -0.48
C -0.856 1.048 -0.195 0.010 4.272 -0.421 -0.66
H 0.297 -0.254 -2.235 3.282 -0.304 2.361 0.09
H 2.213 0.764 1.094 -2.178 -0.252 -2.622 0.14
H 1.086 1.866 -0.372 1.622 -3.511 2.582 0.16
H 0.067 0.647 1.876 -0.785 0.123 -2.187 0.19
H 0.129 -2.078 1.283 -0.805 2.473 -0.578 0.16
H -1.835 -2.331 -0.637 1.351 2.420 2.872 0.15
O -0.595 2.265 -0.414 -2.513 -3.609 0.018 -0.05
S 1.877 -0.440 -1.146 -2.723 0.810 -1.592 0.55
S -1.954 -0.046 -1.048 0.077 1.626 0.559 0.98
```
Positions in Å, forces in eV/Å.

Summary:
E_LUMO, eV: -0.39
Energy above the lowest of the compared OMol25 structures with the same formula, charge and spin, kJ/mol: 502.8
2S+1: 1
Gap between HOMO and LUMO, hartree: 0.306